# 1
Computed, not measured: a structure of composition C24H19AgN4O2S, with ωB97M-V with the def2-TZVPD basis set.

Geometry (Å):
S  2.930  -2.171  0.420
C  -4.941  1.176  1.299
H  -3.780  -0.600  1.012
C  1.633  -3.188  0.906
C  -3.846  3.250  0.880
C  -5.005  2.576  1.269
O  1.472  -1.256  -2.263
H  -0.954  0.373  -3.669
C  -0.206  0.304  -2.881
H  0.595  1.028  -3.033
H  -2.017  -5.394  -4.852
H  -1.797  3.133  0.263
C  -0.425  -2.251  -3.258
H  -1.483  -3.421  -6.283
C  -1.687  1.245  6.493
N  -1.401  0.551  0.335
H  -0.678  0.530  -1.910
H  -1.594  -5.318  -2.424
H  -2.066  1.378  7.501
H  2.812  0.013  1.533
C  -0.433  0.019  4.884
C  -1.281  -3.407  -5.219
N  -0.201  0.544  2.725
N  0.813  -2.663  1.768
C  -1.576  -4.504  -4.413
O  -0.633  -3.326  -1.120
H  -1.911  2.745  3.426
C  0.373  -1.081  -2.749
C  1.217  -1.382  2.074
C  -3.796  0.486  0.967
H  -0.663  0.671  1.718
H  -2.697  3.002  5.762
C  -0.713  -2.290  -4.615
H  -0.457  -1.427  -5.223
H  -0.608  -0.573  6.949
C  -1.608  2.048  4.196
C  0.432  -0.612  3.054
H  -5.821  0.609  1.594
C  -0.777  -3.339  -2.403
Ag  -1.181  -1.461  -0.094
C  -0.801  0.955  3.897
H  1.448  -4.132  0.416
N  0.359  -0.966  4.319
C  -1.334  -4.475  -3.054
C  -2.561  1.135  0.587
H  -5.912  3.109  1.529
H  -3.850  4.338  0.832
C  -0.877  0.164  6.199
C  -2.048  2.174  5.501
C  2.338  -0.949  1.439
C  -2.684  2.578  0.558

Output
Spin multiplicity: 1
Largest force on an atom, hartree/bohr: 0.01276
Total charge: -2
Relative energy (zero: lowest compared OMol25 entry of this formula, charge and spin), kJ/mol: 0.0
E_LUMO, eV: 4.536
Gap between HOMO and LUMO, eV: 4.6

***

# 2
Computed, not measured: a cluster of 9 separate species, C50H118O25S in total, with ωB97M-V with the def2-TZVPD basis set.

Geometry (Å):
H  2.271  -7.354  0.289
H  -6.045  -0.709  3.110
H  -0.101  1.246  3.074
H  -1.185  0.714  4.400
H  6.635  -2.313  3.184
O  -0.394  0.535  -4.877
C  -3.659  3.634  -5.588
H  2.721  -3.390  4.083
C  -1.020  0.702  0.133
H  7.957  -1.268  4.573
C  -2.292  1.143  -3.465
H  5.615  0.458  7.728
H  -0.340  4.277  -1.565
H  2.193  -2.666  -3.071
H  3.948  4.337  -1.421
C  2.531  -2.342  4.099
H  2.843  1.978  3.952
H  4.235  1.677  2.900
H  -3.843  -2.491  3.779
C  -0.644  -3.314  -0.550
H  7.097  -2.465  1.450
H  -8.115  1.098  -0.987
H  -3.960  -6.444  -2.636
O  -4.642  -7.069  -0.770
O  1.153  5.261  0.037
H  -6.108  4.347  -6.248
C  1.927  5.591  1.154
H  5.014  1.134  -3.887
O  -2.426  2.485  -3.936
H  -4.400  -2.149  -1.771
H  1.556  0.388  -4.153
H  -1.238  -0.235  -0.294
C  -1.504  5.900  -3.155
C  3.151  1.869  2.917
H  2.448  3.563  -0.880
H  -6.112  -5.964  -1.757
H  -1.896  4.941  -0.919
H  -4.484  5.649  2.011
O  0.356  -3.238  -1.554
H  3.083  -1.558  -2.074
H  2.530  -5.691  0.183
H  3.969  0.622  6.955
C  6.492  0.146  -1.704
C  0.889  -0.023  -4.926
C  -0.939  -7.715  0.518
H  3.926  1.882  -2.787
H  -5.504  4.993  -4.695
H  -5.233  3.282  -2.687
H  -6.752  3.696  -4.656
O  0.815  -6.157  1.058
H  -6.075  0.930  0.187
H  -0.579  4.478  0.846
H  2.710  -0.790  5.728
O  -2.301  -2.173  -1.724
H  -0.506  -2.355  0.105
C  5.407  2.672  5.921
H  4.795  -1.282  2.079
H  -1.693  2.388  1.202
H  1.728  6.617  1.474
H  1.172  -1.500  -0.809
H  0.604  -7.830  2.122
H  3.047  -2.520  6.301
H  -6.375  -2.418  3.356
C  6.801  -0.058  -0.235
H  5.305  -2.575  -2.226
H  -3.614  -1.087  -2.897
H  -6.046  5.773  1.310
H  -0.775  -0.265  -2.913
H  -4.881  5.538  -1.357
H  -6.608  2.639  0.005
H  -2.732  -3.348  -0.149
H  6.151  -1.366  6.276
H  -6.464  -6.734  -0.268
C  5.761  -0.869  1.738
H  2.692  -0.261  0.517
C  1.508  -2.519  -1.083
H  -0.523  6.265  0.712
C  -6.286  -1.623  2.579
C  3.439  5.430  0.894
H  0.959  -1.670  2.108
H  -0.502  -4.228  0.127
H  6.832  0.934  0.247
C  0.511  -2.319  2.916
O  8.103  -1.057  2.509
H  -1.884  6.773  -3.666
H  -7.070  0.818  -3.985
O  -2.053  0.769  2.508
C  -0.860  0.696  -3.491
H  -2.584  1.132  -2.456
C  -3.514  -2.069  -2.412
C  3.123  -1.786  5.416
C  -4.990  5.689  1.066
H  3.959  2.708  -0.639
H  1.639  4.920  1.979
C  -0.861  5.161  -1.123
H  -7.214  -1.432  1.997
H  1.307  -6.411  -0.931
H  -0.269  -8.143  -0.315
O  1.123  -2.091  4.171
H  6.211  3.126  6.484
H  7.322  0.740  -2.120
C  8.444  -0.665  3.812
H  5.595  2.518  -2.935
H  4.494  3.000  6.425
H  -3.484  4.507  -4.973
O  0.264  0.451  0.678
O  -4.890  -3.256  1.057
O  2.428  0.713  2.411
H  4.031  5.778  1.783
C  5.058  0.439  6.774
C  2.604  -2.526  -2.061
H  -7.465  1.998  -2.447
S  -4.802  -1.883  1.588
H  1.437  0.168  -5.859
H  -1.653  -6.942  -2.143
H  4.498  -3.171  -3.766
H  -5.384  0.792  -3.521
H  2.918  -1.776  3.263
C  1.327  1.238  0.299
H  -6.242  4.646  -0.706
H  -4.658  6.595  0.555
H  6.436  -0.768  -2.237
O  3.565  -3.546  -1.828
H  -2.526  -8.237  -1.379
C  -3.573  -1.943  2.892
H  -3.545  3.855  -6.633
C  -2.032  1.296  1.203
C  -0.258  5.296  0.242
H  -2.969  0.476  -4.006
H  -5.494  -5.280  -0.196
O  -6.788  0.051  -2.116
C  -7.208  1.307  -1.598
O  3.771  4.099  0.653
O  -4.626  4.489  0.378
C  -6.330  0.207  -3.445
H  -1.634  2.981  -5.859
H  1.824  -2.960  -0.138
C  2.559  0.719  0.950
H  1.384  1.359  -0.814
H  -2.645  -2.254  2.441
H  3.761  6.116  0.043
C  -2.311  -7.167  -1.297
H  -3.540  -5.409  -1.314
O  5.251  0.869  -1.778
H  5.838  0.151  2.093
H  0.794  -1.146  -4.775
H  -0.240  1.452  -3.073
C  -6.221  1.787  -0.558
C  -1.114  1.238  3.448
C  4.708  -3.393  -2.683
H  0.771  -3.318  2.617
H  3.400  1.321  0.593
C  -0.052  -7.137  1.568
H  -0.564  -2.215  3.020
O  5.540  1.335  5.755
H  -3.022  1.334  0.763
H  -2.377  5.236  -2.954
H  8.136  0.364  4.027
H  5.424  3.205  4.932
O  -4.969  3.077  -5.208
C  -2.530  2.612  -5.339
H  1.135  2.283  0.634
H  -3.723  3.397  -1.971
C  -3.651  -6.428  -1.545
H  2.813  2.733  2.373
H  -2.893  1.703  -5.764
H  -6.169  -0.740  -3.914
O  5.732  -0.859  0.366
H  -3.491  -0.898  3.221
H  -1.038  1.502  -0.658
C  -5.707  -6.203  -0.774
H  -1.528  -8.589  0.835
H  -2.310  -4.214  -1.710
C  -5.193  4.549  -0.943
H  9.548  -0.671  3.980
C  -2.067  -3.370  -1.072
O  -4.853  2.151  -0.960
C  5.154  -1.049  6.410
C  4.954  1.667  -2.887
O  -0.772  6.227  -2.079
H  -0.692  -6.624  2.248
H  5.241  -4.366  -2.636
O  -1.784  -6.728  -0.030
H  -3.650  -2.813  -3.184
O  4.512  -1.518  5.208
H  -0.880  5.305  -3.910
C  6.902  -1.772  2.283
H  7.759  -0.490  -0.143
H  -1.257  2.297  3.672
C  3.471  3.699  -0.676
C  -4.763  3.298  -1.703
C  -5.918  4.110  -5.188
H  4.763  -1.632  7.205
C  1.776  -6.455  0.033

Output
Spin multiplicity: 1
Largest force on an atom, hartree/bohr: 0.07406
E_LUMO, eV: 0.515
Gap between HOMO and LUMO, eV: 9.1

***

# 3
Computed, not measured: a structure of composition C57H105CrN12O3, with ωB97M-V with the def2-TZVPD basis set.

Geometry (Å):
C  2.401  -5.474  -1.319
C  5.642  5.547  0.348
C  -1.351  -2.392  3.072
N  -1.452  3.971  3.468
H  4.194  -0.705  2.165
H  -2.326  -2.628  2.646
C  -1.191  -3.343  4.366
H  -2.915  2.878  -5.035
H  -0.352  -2.895  4.897
H  0.424  -5.724  -0.978
H  -0.794  0.035  1.105
H  -2.064  -6.072  -1.349
H  -2.008  8.012  2.413
C  0.876  -5.567  -4.631
C  -0.703  0.515  0.131
N  2.147  -0.071  5.597
H  -1.052  -6.293  -5.140
C  1.791  0.651  4.847
H  4.090  4.335  0.955
H  1.803  7.375  -2.148
C  -0.822  7.863  0.660
C  6.404  -2.352  1.577
H  2.290  -5.976  -2.280
H  -4.045  3.552  7.298
H  -2.192  -5.930  1.478
C  0.923  -4.124  -4.367
H  0.261  3.901  -3.599
C  -1.444  -0.984  3.360
H  -0.201  8.688  1.010
H  6.987  1.125  -3.935
H  7.137  0.589  -2.206
C  -3.686  3.251  6.314
H  5.694  2.758  -0.355
H  -2.908  5.610  0.780
H  -2.507  -2.420  5.525
C  -4.833  -0.693  1.612
C  -0.085  -6.183  -5.632
C  -2.067  1.127  -0.328
N  -1.286  4.734  -1.037
C  -6.481  1.172  1.982
H  -1.196  8.223  -0.299
H  4.093  -1.512  0.506
N  -4.512  7.564  -0.902
H  6.826  -2.747  0.653
C  -4.047  -2.934  -3.915
H  -4.951  1.380  0.706
H  -3.185  -4.055  -0.066
H  -1.403  6.458  2.088
C  -3.901  7.169  -0.037
H  -5.633  -1.306  3.650
H  -0.032  6.135  -4.382
H  -5.370  -2.578  2.449
C  -0.425  4.698  -1.792
H  -0.559  -2.586  2.349
H  3.012  -4.597  -1.535
H  -4.547  1.689  -3.720
C  2.220  3.858  4.538
H  -2.491  -4.832  -4.833
H  -3.851  0.457  -4.844
H  4.785  -3.765  1.542
O  -1.815  -2.655  -3.132
N  -0.644  -8.567  0.193
H  5.458  4.583  2.061
C  4.988  -2.765  1.925
H  3.003  -1.779  1.885
C  1.301  1.629  3.766
C  4.793  -0.695  -1.959
C  -2.504  -3.413  5.074
H  -3.779  -0.972  1.592
C  -2.477  -6.687  -0.550
H  1.059  -5.920  1.086
H  0.016  7.457  -2.157
H  0.263  -7.195  -5.840
H  -4.281  -4.197  1.345
O  -0.272  -0.519  -0.795
H  -3.420  -5.617  -3.499
H  1.324  1.161  0.791
H  -0.449  -4.425  -6.944
H  2.984  4.587  4.271
C  6.756  0.353  -3.200
H  0.802  8.326  -3.266
C  1.125  -4.910  -0.795
H  8.014  2.478  0.582
C  0.763  6.091  -3.638
C  -1.422  1.415  -5.256
H  2.940  -6.236  -0.756
O  0.631  -3.747  -1.322
H  3.193  2.591  3.136
H  -2.893  5.046  5.954
C  7.416  3.352  0.842
C  -5.699  -1.548  2.589
H  1.315  4.374  4.859
C  -3.012  -5.975  0.761
H  -2.101  2.672  -3.607
H  5.366  -1.621  -1.907
H  7.009  -2.877  2.316
H  -1.613  -5.409  -3.340
C  0.910  7.360  -2.773
H  1.283  0.963  2.904
H  7.609  3.799  1.817
H  -3.660  -6.519  1.449
H  -5.135  -0.991  0.609
H  2.582  3.381  5.448
H  -0.815  -4.246  3.885
H  -2.822  0.349  -0.217
C  5.221  0.294  -3.125
H  -4.690  -4.960  -0.196
H  -2.935  1.312  7.308
C  5.178  4.351  1.034
N  -1.570  0.174  3.587
H  0.894  1.808  -0.692
H  -4.757  -3.636  -4.353
H  1.000  -5.462  -7.367
C  -2.515  2.073  -4.419
C  -1.910  4.014  4.558
H  -4.595  -2.358  -3.170
H  0.290  1.952  4.018
H  5.646  2.234  1.373
C  -5.073  0.858  1.655
H  0.058  7.262  0.433
H  -0.668  2.062  -5.705
H  1.606  6.000  -4.323
C  1.106  -4.894  0.719
H  4.902  -0.237  -0.977
C  -3.364  1.674  6.374
N  7.127  0.173  1.662
C  5.918  3.027  0.677
H  -4.177  1.046  6.011
N  -7.571  1.312  2.204
H  -3.426  -3.556  4.510
H  -3.530  0.566  -3.097
H  1.929  3.397  2.473
H  4.641  0.096  -4.026
C  -1.845  7.319  1.587
H  -0.616  -5.922  -7.778
Cr  -0.014  -2.023  -2.274
H  4.922  1.315  -2.888
H  -1.919  1.603  -1.297
C  -1.435  -7.762  -0.174
C  -2.853  -3.602  -3.161
C  -3.090  6.655  1.034
H  -3.343  -7.176  -0.995
H  -6.671  -1.493  2.100
H  0.784  -6.210  -3.755
H  1.489  4.330  -2.470
H  -4.380  1.283  2.381
H  -3.212  -3.729  -2.140
C  -2.542  -5.026  -3.761
H  -2.670  1.458  5.561
C  -3.654  1.138  -4.016
H  -3.807  6.495  1.838
H  7.801  4.005  0.058
H  4.904  -2.853  3.008
C  0.451  1.555  0.271
H  -4.494  3.281  5.583
C  0.555  4.687  -2.904
C  6.822  -0.921  1.622
H  0.025  2.452  0.722
C  -0.028  -5.428  -7.005
N  5.912  6.510  -0.247
H  -3.718  -2.250  -4.698
H  1.867  -5.806  -5.019
H  0.233  -4.356  1.089
C  -0.655  0.440  -4.509
H  -1.792  0.851  -6.112
H  7.219  -0.592  -3.485
N  0.984  -2.982  -4.173
C  3.399  -1.098  -2.103
N  2.235  -1.313  -2.244
C  -2.499  4.029  5.968
H  -2.441  -4.245  5.775
H  2.006  -4.431  1.123
C  2.160  2.837  3.380
C  -3.869  -4.709  0.475
H  -2.257  1.990  0.310
C  4.040  -1.617  1.589
H  -1.845  4.052  6.840
N  -0.114  -0.387  -3.856

Output
Spin multiplicity: 4
Largest force on an atom, hartree/bohr: 0.17857
E_LUMO (spin up / spin down), eV: -0.757 / 0.016
Gap between HOMO and LUMO (spin up / spin down), eV: 7.4 / 8.0

***

# 4
Computed, not measured: the molecule C16H19NO4S, with ωB97M-V with the def2-TZVPD basis set.

Geometry (Å):
H  -0.233  2.344  2.951
C  -1.556  -0.254  1.374
N  1.562  -0.425  2.667
H  -2.686  -0.465  -4.044
C  2.735  -0.963  1.997
H  -3.939  -3.232  0.631
H  3.603  0.491  -0.349
H  -1.905  -0.741  2.271
C  -3.293  -2.453  1.034
C  -0.258  1.467  0.326
H  -2.479  -2.918  1.600
H  2.520  -0.115  -2.649
O  2.228  1.738  2.613
C  2.294  -0.623  -1.729
C  2.449  -1.084  0.534
C  0.734  2.658  -2.002
C  2.883  -0.296  -0.485
H  -1.115  0.354  -3.840
H  2.982  -1.931  2.439
O  -0.149  1.567  -2.094
H  0.422  2.296  0.432
H  3.555  -0.260  2.160
H  0.804  -2.084  -2.403
C  1.345  0.917  2.702
H  0.986  2.914  -3.031
C  -0.708  0.839  1.476
H  0.742  -1.012  2.601
C  -0.137  1.269  2.802
O  -2.812  -1.748  -0.082
H  1.646  2.393  -1.460
H  -2.589  1.071  -3.147
H  0.262  3.521  -1.522
H  -0.609  0.741  3.629
H  -3.878  -1.809  1.699
C  1.405  -1.642  -1.635
C  -0.626  1.014  -0.935
O  -1.920  -0.658  -2.211
C  -2.074  0.133  -3.367
C  -1.500  -0.077  -1.046
S  1.276  -2.237  -0.030
C  -1.967  -0.701  0.126

Output
Spin multiplicity: 1
Largest force on an atom, hartree/bohr: 0.01222
SMILES: COc1cc(CC(=O)NCc2cccs2)cc(OC)c1OC
Relative energy (zero: lowest compared OMol25 entry of this formula, charge and spin), kJ/mol: 174.0
E_LUMO, eV: 0.592
Gap between HOMO and LUMO, eV: 8.5

***

Q: The highest largest force on an atom belongs to which entry?
A: C57H105CrN12O3